17
Properties=species:S:1:pos:R:3 method="wB97M-V/def2-TZVPD" homo_ev=-14.08 total_charge=+1 de_lowest_kj_mol=408.0 gap_ev=9.26 lumo_energy_ev=-4.8
C -0.2418 -0.4526 0.7835
C 0.5001 0.5060 -1.3674
C 0.9765 -0.9261 -1.0947
C -1.0638 1.8546 -0.2642
N -0.7908 0.5422 -0.7046
N 0.7627 -1.1419 0.3341
O -0.5574 -1.9029 2.7419
S -0.9762 -0.4081 2.2135
H 1.1593 1.3026 -0.9802
H 0.2767 0.6661 -2.5446
H 0.3473 -1.6590 -1.7994
H 1.9887 -1.2631 -1.2893
H -0.8233 2.4808 -1.1417
H -2.1070 1.9841 0.0025
H -0.3555 2.0824 0.5270
H 1.3318 -1.7496 0.8874
H -0.4274 -1.9154 3.6963